[1]
{
  "formula": "C2H2O3S",
  "method": "wB97M-V/def2-TZVPD",
  "total_energy_ev": -19080.754,
  "mol_weight_g_mol": 106.10,
  "e_above_lowest_kj_mol": 356.1,
  "homo_ev": -10.8,
  "elements": ["S", "O", "O", "O", "C", "C", "H", "H"],
  "positions_angstrom": [[0.680, 0.359, 0.703], [1.029, 0.145, -0.967], [1.666, -0.380, 1.432], [0.482, 1.755, 0.928], [-0.294, -0.444, -0.961], [-0.915, -0.425, 0.230], [-1.837, -0.421, 0.541], [-0.811, -0.588, -1.907]],
  "forces_ev_per_angstrom": [[0.61, 0.65, 0.87], [-3.31, -1.64, 1.98], [-0.93, 0.30, -0.36], [0.16, -0.34, 0.11], [-1.21, 0.69, -1.54], [8.64, 0.87, -2.86], [-4.68, -0.25, 1.95], [0.72, -0.28, -0.14]],
  "lowdin_charge": [0.711, -0.152, -0.257, -0.263, -0.197, -0.010, 0.036, 0.131]
}

[2]
{
  "formula": "C23H18ClN7O4PtS",
  "method": "wB97M-V/def2-TZVPD",
  "total_energy_ev": -69368.305,
  "mol_weight_g_mol": 719.04,
  "e_above_lowest_kj_mol": 130.5,
  "homo_ev": -7.9,
  "elements": ["Pt", "Cl", "S", "O", "O", "O", "O", "N", "N", "N", "N", "N", "N", "N", "C", "C", "C", "C", "C", "C", "C", "C", "C", "C", "C", "C", "C", "C", "C", "C", "C", "C", "C", "C", "C", "C", "C", "H", "H", "H", "H", "H", "H", "H", "H", "H", "H", "H", "H", "H", "H", "H", "H", "H", "H"],
  "positions_angstrom": [[-0.290, 0.044, 0.061], [-0.694, 0.538, -3.346], [2.703, 1.384, -0.454], [-3.363, 2.104, -2.173], [-3.308, 1.564, 0.775], [3.806, 1.004, -1.289], [1.838, 2.433, -0.924], [-4.867, -1.481, -0.082], [1.784, 0.115, -0.060], [-1.741, 3.947, -0.274], [-0.720, 4.132, 0.600], [-0.683, 2.038, 0.151], [0.181, -1.928, 0.350], [-2.317, -0.280, -0.199], [4.242, -2.624, 0.687], [-4.618, -0.366, 0.514], [-3.877, -1.968, -0.890], [3.402, -3.691, 0.825], [4.559, 2.816, 3.439], [-3.372, 0.398, 0.392], [3.760, -1.332, 0.410], [-1.077, 2.214, -2.862], [-2.223, 2.243, -1.851], [2.411, -1.098, 0.239], [1.064, -4.505, 0.936], [2.011, -3.484, 0.712], [-0.265, -4.205, 0.925], [-1.736, 2.651, -0.471], [4.607, 2.630, 1.042], [3.414, 1.921, 1.088], [1.527, -2.194, 0.417], [-0.077, 2.996, 0.820], [5.174, 3.083, 2.223], [-0.669, -2.892, 0.646], [-2.652, -1.396, -0.920], [2.801, 1.636, 2.301], [3.377, 2.091, 3.479], [5.310, -2.759, 0.797], [4.472, -0.530, 0.304], [5.083, 2.815, 0.088], [-0.164, 2.648, -2.461], [5.009, 3.166, 4.359], [-1.406, 2.736, -3.757], [1.411, -5.509, 1.146], [-4.102, -2.838, -1.490], [-1.874, -1.791, -1.562], [3.776, -4.682, 1.043], [-5.380, 0.082, 1.144], [1.895, 1.042, 2.323], [2.907, 1.866, 4.428], [-1.714, -2.632, 0.686], [-1.021, -4.949, 1.129], [6.102, 3.638, 2.195], [0.746, 2.885, 1.503], [-0.514, 5.049, 0.957]],
  "forces_ev_per_angstrom": [[0.13, 0.12, 0.06], [-0.06, 0.02, 0.00], [0.03, 0.01, -0.10], [-0.03, -0.02, 0.01], [0.05, -0.10, 0.64], [-0.02, -0.03, -0.02], [0.04, 0.04, 0.01], [-0.01, 0.02, -0.04], [-0.17, 0.07, 0.27], [-0.27, 0.03, 0.18], [0.02, -0.05, 0.09], [-0.02, -0.34, -0.41], [-0.08, -0.05, 0.01], [-0.16, -0.19, 0.38], [0.00, 0.00, 0.01], [0.02, 0.06, -0.03], [-0.01, 0.00, -0.02], [-0.01, 0.01, -0.01], [0.00, 0.00, 0.01], [-0.03, -0.28, -0.23], [0.01, -0.01, -0.04], [0.04, -0.12, -0.06], [-0.25, -0.24, 0.21], [0.03, 0.02, -0.04], [-0.01, -0.01, 0.00], [0.00, 0.03, 0.01], [0.00, -0.04, 0.00], [0.98, 0.91, -1.18], [-0.03, 0.05, 0.02], [0.04, -0.03, 0.01], [-0.03, 0.01, 0.00], [-0.41, -0.08, 0.56], [-0.01, 0.00, -0.02], [0.00, 0.07, 0.10], [0.04, 0.21, -0.32], [0.03, -0.02, -0.02], [-0.01, 0.00, 0.00], [0.00, 0.00, -0.01], [0.00, 0.00, -0.02], [0.00, -0.01, -0.01], [0.01, -0.02, -0.02], [0.00, 0.00, 0.00], [0.00, 0.04, 0.02], [0.00, 0.00, 0.01], [0.00, 0.01, -0.01], [0.02, -0.06, 0.09], [0.00, 0.00, 0.01], [0.01, -0.01, 0.03], [0.01, -0.01, 0.00], [0.00, 0.00, 0.00], [0.00, -0.01, -0.07], [0.00, 0.00, 0.01], [0.00, 0.00, 0.00], [0.09, 0.02, -0.09], [-0.01, -0.03, 0.00]],
  "lowdin_charge": [1.154, 0.599, 0.581, 0.144, 0.010, -0.279, -0.311, 0.072, -0.278, 0.160, 0.070, -0.064, -0.054, -0.078, -0.056, -0.060, -0.159, -0.040, -0.076, -0.474, -0.008, -0.470, -0.407, -0.259, 0.007, -0.151, -0.025, -0.338, -0.050, -0.283, -0.145, -0.130, -0.066, -0.101, -0.217, -0.088, -0.068, 0.111, 0.101, 0.119, 0.057, 0.106, 0.087, 0.124, 0.098, 0.093, 0.113, 0.115, 0.101, 0.108, 0.098, 0.114, 0.108, 0.120, 0.164]
}

[3]
{
  "formula": "C3H6N2O",
  "method": "wB97M-V/def2-TZVPD",
  "total_energy_ev": -8235.153,
  "mol_weight_g_mol": 86.09,
  "e_above_lowest_kj_mol": 149.2,
  "smiles": "N#C[C@H](O)CN",
  "homo_ev": -10.3,
  "elements": ["O", "N", "N", "C", "C", "C", "H", "H", "H", "H", "H", "H"],
  "positions_angstrom": [[-1.541, -0.063, 0.682], [0.795, -1.368, 0.567], [-0.802, 2.955, -0.695], [-0.674, 0.341, -0.348], [-0.752, 1.808, -0.557], [0.785, -0.066, -0.090], [-1.007, -0.206, 1.476], [0.060, -1.965, 0.208], [1.259, 0.664, 0.578], [1.326, -0.022, -1.047], [-1.027, -0.144, -1.268], [1.667, -1.853, 0.399]],
  "forces_ev_per_angstrom": [[0.02, 0.04, 0.20], [0.07, -0.18, -0.12], [0.07, -1.10, 0.09], [0.12, 0.03, -0.19], [-0.06, 0.97, -0.11], [0.05, 0.21, -0.03], [-0.10, -0.01, -0.04], [-0.06, -0.02, -0.09], [-0.10, -0.06, -0.10], [-0.12, -0.04, 0.13], [0.03, 0.10, 0.12], [0.07, 0.07, 0.13]],
  "lowdin_charge": [-0.017, -0.001, 0.157, -0.390, -0.156, -0.236, 0.099, 0.075, 0.121, 0.123, 0.150, 0.074]
}

[4]
{
  "formula": "C7H13N4",
  "method": "wB97M-V/def2-TZVPD",
  "total_energy_ev": -13418.372,
  "mol_weight_g_mol": 153.21,
  "e_above_lowest_kj_mol": 609.9,
  "total_charge": 1,
  "homo_ev": [-11.9, -12.6],
  "elements": ["N", "N", "N", "N", "C", "C", "C", "C", "C", "C", "C", "H", "H", "H", "H", "H", "H", "H", "H", "H", "H", "H", "H", "H"],
  "positions_angstrom": [[-0.689, -0.950, 0.575], [0.576, 2.135, 0.582], [2.298, 0.570, 0.722], [-1.850, -0.468, 0.243], [1.091, 0.957, 0.502], [-3.930, 0.294, 0.351], [-2.399, -0.621, -1.056], [-3.686, -0.247, -0.982], [3.173, -0.919, -1.019], [-2.775, 0.118, 1.068], [2.804, -0.782, 0.442], [-2.521, 0.451, 1.953], [1.953, -1.339, 0.571], [1.129, 3.035, 0.571], [3.557, -0.876, 1.306], [3.288, 0.053, -1.465], [-4.845, 0.898, 0.545], [-4.456, -0.366, -1.728], [4.185, -1.459, -1.027], [-0.290, -1.664, 0.036], [3.033, 1.256, 0.780], [2.557, -1.586, -1.599], [-1.867, -1.013, -1.850], [-0.335, 2.521, 0.478]],
  "forces_ev_per_angstrom": [[-0.42, 2.74, 3.37], [1.61, 3.62, -0.07], [0.14, 0.85, -0.56], [1.60, -1.68, -2.49], [-1.64, -1.84, 0.15], [0.20, 0.45, -0.33], [-1.68, 0.31, 1.46], [-0.26, 0.20, 0.29], [3.28, -1.45, 0.58], [-2.61, -0.15, -3.67], [0.96, 1.71, 1.08], [1.23, 1.26, 4.39], [-1.60, -1.93, 1.11], [0.30, -1.55, 0.29], [-0.77, -0.72, -1.87], [0.09, 0.21, -0.47], [0.99, -0.91, 0.46], [0.21, 0.22, -0.21], [-1.15, 0.96, -0.35], [0.19, -0.73, -2.05], [0.25, 0.54, 0.29], [-0.66, 0.15, -0.02], [1.17, -0.86, -1.15], [-1.41, -1.40, -0.25]],
  "lowdin_charge": [0.204, 0.151, 0.016, -0.199, -0.127, -0.011, -0.039, -0.044, -0.066, -0.051, -0.208, 0.074, 0.056, 0.159, 0.164, 0.071, 0.131, 0.114, 0.110, 0.059, 0.157, 0.070, 0.101, 0.107]
}

[5]
{
  "formula": "C14H23Cl3O2P",
  "method": "wB97M-V/def2-TZVPD",
  "total_energy_ev": -65827.733,
  "mol_weight_g_mol": 360.67,
  "total_charge": -1,
  "homo_ev": -4.0,
  "elements": ["Cl", "Cl", "Cl", "P", "O", "O", "C", "C", "C", "C", "C", "C", "C", "C", "C", "C", "C", "C", "C", "C", "H", "H", "H", "H", "H", "H", "H", "H", "H", "H", "H", "H", "H", "H", "H", "H", "H", "H", "H", "H", "H", "H", "H"],
  "positions_angstrom": [[-4.281, -2.374, 1.475], [-6.455, -4.026, 2.489], [-6.922, -2.212, 0.259], [-2.317, 0.521, -1.182], [-4.415, 3.573, -0.049], [0.424, 0.989, -1.061], [2.987, 0.041, -0.586], [3.204, -1.547, 1.868], [-3.813, 2.437, 0.333], [0.730, -0.419, 1.178], [3.861, -0.883, 0.488], [5.307, 0.843, -1.621], [1.626, -1.306, 2.252], [-4.050, 0.975, -0.418], [-0.515, 0.100, -1.764], [0.851, -1.857, 3.589], [-6.026, -2.466, 1.766], [3.671, 0.716, -1.944], [1.370, 0.238, -0.211], [3.166, 2.266, -2.222], [5.016, -1.135, 0.326], [-6.301, -1.675, 2.468], [-4.897, 0.994, -1.225], [-1.763, 1.745, -0.615], [1.587, -2.366, 4.342], [-3.026, 2.417, 1.228], [0.302, -0.971, 4.167], [2.054, 2.354, -2.575], [-2.846, -0.722, -1.759], [-2.081, -0.234, 0.048], [3.405, 2.874, -1.232], [5.353, 1.421, -0.577], [-2.639, 1.179, -2.422], [5.803, 1.572, -2.420], [-4.345, 0.181, 0.411], [-0.397, -0.237, 1.432], [3.884, 2.681, -3.081], [0.011, -2.604, 3.209], [3.494, 0.030, -2.901], [-0.430, 0.355, -2.924], [3.865, -2.208, 2.603], [-0.274, -1.051, -1.577], [5.822, -0.207, -1.564]],
  "forces_ev_per_angstrom": [[-0.32, -0.02, 0.08], [-0.05, 0.06, 0.04], [0.09, 0.00, 0.23], [0.05, -0.32, 0.26], [3.51, -6.09, 2.32], [2.96, -2.75, 1.89], [-1.74, -1.65, 2.95], [-2.50, 2.01, -1.98], [-2.87, 2.61, -2.34], [3.85, -0.57, -0.38], [-3.31, 0.27, 1.09], [-0.98, 0.89, 0.15], [1.43, 1.99, -3.77], [-1.49, 1.31, 1.42], [0.09, -1.29, -1.60], [-0.06, 0.39, -0.72], [0.26, 0.21, -0.10], [0.59, 0.06, 0.86], [0.82, -1.56, 2.07], [0.93, -0.44, -0.11], [-2.92, 0.77, 0.24], [0.08, -0.29, -0.26], [1.48, 0.39, 1.55], [0.09, 0.17, 0.11], [-1.41, 0.84, -1.60], [-1.59, 0.23, -1.76], [1.28, -1.84, -1.42], [2.18, -0.22, 1.00], [-0.02, -0.28, -0.09], [0.41, -0.03, 0.56], [-0.81, -1.16, -2.14], [0.14, -1.48, -2.20], [-0.15, 0.49, -0.28], [-0.95, -1.87, 1.58], [0.68, 1.66, -1.60], [2.32, -0.29, -0.83], [-1.62, -0.80, 1.80], [1.85, 1.45, 1.00], [0.27, 1.45, 2.16], [0.06, -0.60, 2.20], [-1.45, 1.64, -1.88], [-0.29, 2.45, -0.36], [-0.87, 2.19, -0.15]],
  "lowdin_charge": [0.526, 0.490, 0.510, 0.318, -0.160, -0.270, -0.054, -0.067, -0.247, 0.048, -0.043, -0.150, -0.205, -0.383, -0.407, -0.139, -1.543, -0.351, -0.095, -0.120, 0.072, 0.018, 0.074, -0.025, 0.068, 0.116, 0.086, 0.080, -0.042, -0.059, 0.097, 0.094, -0.042, 0.077, 0.020, 0.076, 0.077, 0.085, 0.140, 0.088, 0.074, 0.101, 0.066]
}

[6]
{
  "formula": "C3H2FLiO3Yb",
  "method": "wB97M-V/def2-TZVPD",
  "total_energy_ev": -43736.024,
  "mol_weight_g_mol": 285.02,
  "e_above_lowest_kj_mol": 0.0,
  "homo_ev": -4.5,
  "elements": ["Yb", "F", "O", "O", "O", "C", "C", "C", "Li", "H", "H"],
  "positions_angstrom": [[1.935, 0.998, -3.299], [1.076, -0.181, 2.111], [-1.472, 1.257, -0.101], [0.787, 0.656, 0.092], [-0.066, 1.661, -1.782], [0.001, -1.546, 0.569], [0.601, -0.393, 0.879], [-0.376, 1.331, -0.646], [-2.111, 0.270, 1.332], [-0.344, -1.700, -0.453], [-0.032, -2.353, 1.299]],
  "forces_ev_per_angstrom": [[-0.19, 0.04, 0.16], [0.19, -0.01, 0.09], [-0.53, 0.02, 1.54], [-0.42, 0.64, -0.16], [0.45, 0.35, 1.11], [-0.22, 0.00, 0.19], [-0.73, 0.37, -0.51], [0.79, -1.76, -1.82], [0.51, 0.13, -0.66], [0.15, 0.00, 0.32], [0.01, 0.23, -0.26]],
  "lowdin_charge": [0.335, 0.096, -0.067, -0.017, -0.188, 0.066, -0.512, -0.663, 0.800, 0.079, 0.073]
}